Entry 1:
DFT (the ωB97M-V functional and the def2-TZVPD basis) results for C2H3N3O in the gas phase in a non-equilibrium geometry.

total energy	-8637.71936	eV
E_HOMO	-9.43	eV
gap between HOMO and LUMO	0.367	Eh
SMILES string	Oc1nc[nH]n1
LUMO level	0.6	eV
total charge	0

The geometry in XYZ format:
```
9
Properties=species:S:1:pos:R:3:forces:R:3
C 0.8236 -0.2966 -0.1207 -1.611 -6.083 -4.812
C -1.2081 0.3521 -0.3517 3.557 1.518 1.178
H 1.7030 -2.1961 -0.5245 0.401 5.560 1.970
H -2.0336 0.8122 -0.8390 -1.087 -0.256 0.243
H -1.0872 1.4098 1.3412 1.167 0.550 0.840
N -0.3710 -0.4393 -0.8979 2.539 -2.392 -1.503
N -0.4959 0.9748 0.6542 -2.482 1.395 0.140
N 0.7945 0.4881 0.7853 -3.239 6.048 5.524
O 1.8747 -1.1049 -0.0470 0.755 -6.341 -3.580
```
Forces are in eV/Å.

Entry 2:
DFT (the ωB97M-V functional and the def2-TZVPD basis) results for 2 unconnected molecules or ions with the total composition CH6O2 in a non-equilibrium geometry.

total energy	-5228.51793	eV
E_HOMO	-10.50	eV
gap between HOMO and LUMO	0.410	Eh
SMILES string	CO.O
LUMO level	0.7	eV
total charge	0

The geometry in XYZ format:
```
9
Properties=species:S:1:pos:R:3:forces:R:3
O 0.2924 -1.2546 -0.6407 -0.172 0.172 0.978
C 0.0000 0.0000 0.0000 -0.024 -0.075 0.521
H 0.2476 -1.8560 0.1318 0.133 0.064 -1.120
H -1.0828 0.0887 0.1906 0.302 0.081 -0.088
H 0.3314 0.8868 -0.5660 -0.008 -0.719 -0.072
H 0.5276 -0.0166 0.9685 -0.231 0.476 -0.220
O 1.8166 3.0760 5.8093 -1.027 -0.640 -0.298
H 0.9888 3.4222 5.4054 0.880 -0.408 0.442
H 1.6492 2.1141 5.9321 0.145 1.049 -0.143
```
Forces are in eV/Å.

Entry 3:
DFT (the ωB97M-V functional and the def2-TZVPD basis) results for 12 unconnected molecules or ions with the total composition C30H84O12 in a non-equilibrium geometry.

total energy	-57028.91716	eV
E_HOMO (spin up / spin down)	-11.17 / -11.17	eV
gap between HOMO and LUMO (spin up / spin down)	0.300 / 0.064	Eh
spin multiplicity	2
LUMO level (spin up / spin down)	-3.0 / -9.4	eV
total charge	+1

The geometry in XYZ format:
```
126
Properties=species:S:1:pos:R:3:forces:R:3
O -3.0240 3.3394 1.1517 0.469 -0.033 0.018
H -3.6186 3.6917 0.4894 -0.213 -0.045 -0.302
H -3.4370 3.5600 1.9866 -0.194 -0.009 0.326
O -1.2131 -1.5184 3.3641 0.318 -0.445 0.375
H -2.1380 -1.5681 3.6054 -0.217 0.003 0.085
H -1.1949 -0.9413 2.6007 -0.188 0.374 0.049
C -1.6999 -2.7245 -3.3995 0.163 0.036 -0.662
C -1.5528 -1.3720 -4.0913 1.774 0.142 -0.204
C -0.1012 -1.0151 -4.4022 0.384 0.040 1.239
O -2.2658 -1.2764 -5.2739 -1.641 0.044 -0.929
H -1.0145 -2.8282 -2.5583 -0.476 0.206 0.415
H -1.4033 -3.5437 -4.0545 -0.011 0.056 -0.383
H -2.7557 -2.8815 -3.1789 0.161 -0.089 0.503
H -1.8896 -0.5867 -3.4146 -0.452 0.088 0.057
H 0.0844 -0.0370 -4.8460 -0.586 0.142 -0.069
H 0.4294 -1.7293 -5.0319 -0.110 -0.372 0.135
H 0.3471 -0.9772 -3.4094 0.532 -0.135 -0.294
H -1.7077 -1.5200 -6.0161 0.034 -0.099 0.054
C 0.8755 6.1294 -0.2476 -0.010 0.648 -0.481
C 1.6826 6.4417 0.9854 -1.732 -1.448 -2.258
C 0.8718 6.8934 2.2229 -0.935 0.201 0.719
O 2.3934 5.3733 1.3731 0.353 0.267 -0.216
H 1.5471 5.9753 -1.0921 0.090 -0.130 -0.019
H 0.2939 7.0169 -0.4971 -0.144 -0.063 -0.006
H 0.2092 5.2685 -0.1923 0.114 -0.057 0.402
H 2.2538 7.3325 0.7243 1.037 0.670 0.409
H 0.0980 6.1269 2.2650 -0.065 0.003 0.251
H 0.4157 7.8581 2.0005 0.290 0.011 0.170
H 1.4717 6.8698 3.1327 -0.102 0.315 0.010
H 2.8175 5.6871 2.1751 1.338 -0.681 1.332
C 3.3060 -6.3018 0.0358 -0.970 0.765 1.141
C 1.9533 -5.7816 -0.5596 0.451 -0.219 1.003
C 1.1893 -4.5868 0.1031 2.158 -1.412 0.818
O 2.3147 -5.4721 -1.8556 -0.465 0.448 -2.559
H 3.1906 -6.4860 1.1039 0.181 -0.086 0.166
H 4.1186 -5.5904 -0.1111 -0.130 0.130 -0.033
H 3.5892 -7.2444 -0.4326 -0.194 0.069 -0.149
H 1.3105 -6.6595 -0.4938 -0.450 -0.006 -0.402
H 0.2633 -4.1919 -0.3147 0.136 -0.623 -0.291
H 1.9127 -3.7872 0.2624 -0.085 0.218 -0.037
H 1.0551 -5.0767 1.0675 -0.710 0.711 0.506
H 2.0998 -6.2122 -2.4280 0.125 0.089 -0.204
C 2.7101 2.8693 3.9611 0.480 -0.022 1.036
C 3.7075 3.5579 4.9074 1.367 1.189 -0.348
C 5.0068 2.7614 5.0935 -1.203 -0.664 0.633
O 4.0671 4.8302 4.3479 -0.414 1.169 -1.817
H 2.2112 2.1232 4.5796 -0.251 -0.137 -0.299
H 3.2165 2.3512 3.1467 0.102 0.088 -0.002
H 1.9645 3.5476 3.5463 -0.020 0.102 0.174
H 3.3151 3.8822 5.8712 -0.581 -1.041 0.206
H 5.6296 3.1140 5.9156 -0.108 0.265 -0.082
H 5.6178 2.6611 4.1964 -0.315 0.072 -0.093
H 4.6078 1.7963 5.4056 0.610 -0.502 -0.039
H 4.4196 5.4539 4.9869 0.080 -0.353 0.289
C -4.3432 1.0658 -1.4736 -0.478 -1.085 -0.833
C -5.2746 1.0846 -2.7134 1.481 0.941 -0.026
C -4.7794 0.2460 -3.8595 0.037 -0.159 -0.156
O -6.5847 0.7212 -2.4205 -0.845 -0.579 1.234
H -4.8748 1.4911 -0.6223 0.468 0.139 0.067
H -3.3512 1.4563 -1.7003 -0.289 1.048 -0.032
H -4.0147 0.0470 -1.2685 -0.697 -0.466 0.414
H -5.3271 2.1222 -3.0430 0.253 0.367 -0.183
H -5.6608 0.1527 -4.4939 0.333 -0.196 -0.639
H -4.4789 -0.7540 -3.5468 -0.056 -0.050 0.061
H -3.9587 0.6818 -4.4293 -0.071 0.032 0.039
H -6.9860 0.3901 -3.2273 -0.127 -0.010 0.082
C 2.4244 -1.8330 -2.1027 -1.618 -0.854 0.241
C 3.6356 -2.3439 -2.8329 1.113 3.581 0.488
C 4.5904 -1.1360 -2.7711 -0.025 0.158 -0.755
O 4.2806 -3.3235 -2.1287 -0.002 -1.554 0.233
H 1.6509 -2.5795 -2.2831 -0.455 -0.077 0.478
H 1.9892 -0.8954 -2.4487 0.500 0.088 -0.219
H 2.5916 -1.7472 -1.0290 0.202 -0.099 0.009
H 3.3276 -2.6469 -3.8336 0.354 0.020 -0.329
H 4.7452 -0.8199 -1.7395 -0.176 -0.391 0.202
H 4.0923 -0.2878 -3.2407 0.347 0.110 -0.355
H 5.5917 -1.2927 -3.1723 -0.148 -0.093 -0.325
H 3.6466 -4.0432 -2.1713 0.114 -1.037 0.535
C -2.3674 -4.6479 1.5136 -1.645 0.940 -0.117
C -3.1289 -4.8016 0.1530 -0.193 -1.035 3.346
C -4.2061 -3.7802 -0.1297 -0.296 -0.199 0.048
O -2.1374 -4.8517 -0.7611 1.800 -0.309 -3.435
H -1.4304 -5.2005 1.5833 -0.369 -0.335 -0.296
H -3.0852 -4.9499 2.2763 0.336 0.087 0.500
H -2.1027 -3.6005 1.6587 -0.029 0.135 0.188
H -3.4433 -5.8447 0.1881 -1.450 0.081 0.371
H -3.7038 -2.8128 -0.1334 -0.413 0.298 0.277
H -5.0472 -3.8818 0.5560 0.404 0.465 0.723
H -4.7662 -3.8709 -1.0604 0.697 -0.380 -0.540
H -2.2556 -5.7693 -1.0174 1.125 0.272 -1.054
C -5.0323 1.5391 3.6370 -1.205 -0.571 -0.226
C -5.5433 0.6740 2.4396 -0.085 1.460 0.527
C -5.0706 -0.7281 2.4809 0.818 -0.896 0.018
O -7.0000 0.7888 2.3760 1.452 0.377 0.391
H -3.9887 1.8526 3.6120 0.184 -0.639 -0.214
H -5.2483 0.9311 4.5156 0.309 0.294 0.355
H -5.5917 2.4691 3.7382 -0.317 -0.090 -0.174
H -5.0042 1.0387 1.5653 -0.768 0.630 -0.577
H -4.0071 -0.6936 2.2446 0.200 -0.103 -0.243
H -5.5609 -1.2655 1.6692 0.031 -0.383 0.183
H -5.0983 -1.2632 3.4301 -0.701 0.046 0.080
H -7.3302 0.3874 1.5689 0.175 -0.136 -0.159
C 0.3933 1.3609 0.6578 0.189 0.564 -0.830
C -0.8089 0.4565 0.4972 0.224 -0.755 -0.542
C -0.4629 -1.0028 0.3706 0.605 -0.882 0.203
O -1.7104 0.5962 1.5494 -0.579 0.318 0.853
H 0.0786 2.4013 0.5759 -0.067 0.220 -0.285
H 1.0689 1.1232 -0.1638 0.223 0.267 -0.083
H 0.9778 1.3461 1.5778 -0.353 -0.785 0.250
H -1.3815 0.6519 -0.4095 0.306 0.711 -0.412
H -1.2821 -1.6108 0.7544 -0.051 -0.030 -0.225
H 0.4261 -1.2793 0.9375 0.050 0.012 0.216
H -0.2608 -1.3223 -0.6517 -0.070 0.207 -0.115
H -2.0730 1.4779 1.4368 -0.485 0.321 0.349
C 4.1684 2.1376 -1.1256 -1.190 0.758 1.412
C 5.6665 2.2882 -1.0642 -0.630 -0.050 -1.355
C 6.3180 1.3302 -0.1354 0.561 -0.472 -0.170
O 6.0813 2.1068 -2.4050 1.280 -0.217 -0.340
H 3.7998 2.3995 -0.1338 -0.442 0.070 0.263
H 3.7332 1.1627 -1.3457 0.740 -0.246 -0.065
H 3.6747 2.8208 -1.8167 0.270 0.256 -0.172
H 6.0165 3.2514 -0.6927 -0.596 0.628 -0.173
H 5.7238 1.3775 0.7772 0.323 -0.441 0.222
H 7.3435 1.6541 0.0422 -0.021 -0.056 0.250
H 6.3861 0.3333 -0.5708 -0.338 -0.126 0.250
H 5.7888 2.8622 -2.9202 -0.001 0.000 -0.048
```
Forces are in eV/Å.

Entry 4:
DFT (the ωB97M-V functional and the def2-TZVPD basis) results for C5H7N in the gas phase in a non-equilibrium geometry.

total energy	-6784.37953	eV
E_HOMO	-8.97	eV
gap between HOMO and LUMO	0.372	Eh
SMILES string	C/C=C1\[C@H]2CN12
LUMO level	1.1	eV
total charge	0

The geometry in XYZ format:
```
13
Properties=species:S:1:pos:R:3:forces:R:3
C -0.4930 0.1768 0.4739 2.204 -0.454 0.497
C 1.0086 1.6120 0.7849 0.756 0.538 4.612
C 0.8201 0.2107 1.1102 -0.202 -0.714 0.909
C -1.1502 -0.3571 -0.5056 0.839 -0.035 -0.665
C -0.5381 -1.5208 -1.2976 -0.165 1.172 -1.103
N -0.2994 1.2178 1.3807 -0.532 0.544 0.207
H 1.5898 2.2940 1.4698 -0.589 -0.927 -0.864
H 0.9854 1.8246 -0.1843 0.050 1.262 -3.983
H 1.1876 -0.3381 1.9682 0.111 -0.028 -0.281
H -2.0182 0.2151 -0.6640 -1.512 -0.121 -1.088
H -0.9514 -1.6016 -2.3441 -0.351 -0.418 1.431
H -0.6834 -2.3431 -0.6129 0.140 -0.947 -0.742
H 0.5423 -1.3903 -1.5793 -0.749 0.127 1.070
```
Forces are in eV/Å.